A cluster of 7 separate species, C3H18NO6 in total, computed with ωB97M-V with the def2-TZVPD basis set.

Calculated values
multiplicity = 1
highest occupied orbital energy = -13.7 eV
orbital gap = 9.7 eV
total charge = +1
F_max = 0.18001 Eh/bohr

```
28
C3H18NO6 | the Open Molecules 2025 dataset | ωB97M-V with the def2-TZVPD basis set
C 0.407 0.379 -2.433
C 0.043 -0.655 -3.159
C 1.846 0.530 -0.551
N 0.763 0.054 -1.137
H 0.678 1.400 -2.650
H -0.232 -1.553 -2.715
H -0.147 -0.579 -4.221
H 1.897 0.280 0.508
H 2.669 1.097 -1.093
H 0.054 -0.594 -0.539
H 1.718 3.265 0.784
H 0.509 3.001 1.940
O 0.849 2.636 1.047
H 0.911 -1.389 2.699
H 1.951 -2.478 3.059
O 1.507 -2.055 2.270
H -2.452 -0.620 3.508
H -2.107 -1.304 2.240
O -2.054 -0.481 2.674
H -2.073 0.858 -0.498
H -2.199 -0.587 0.218
O -1.972 -0.221 -0.530
H -1.655 3.268 0.078
H -2.282 2.485 1.133
O -2.311 2.602 0.170
H 1.897 -3.632 -0.649
H 1.386 -2.757 0.411
O 1.526 -2.740 -0.555
```

A cluster of 7 separate species, C3H18NO7S in total, computed with ωB97M-V with the def2-TZVPD basis set.

Calculated values
multiplicity = 1
highest occupied orbital energy = -3.2 eV
orbital gap = 6.0 eV
total charge = -1
F_max = 0.02152 Eh/bohr

```
30
C3H18NO7S | the Open Molecules 2025 dataset | ωB97M-V with the def2-TZVPD basis set
C 0.148 1.672 0.358
C 0.536 2.484 -0.885
S 1.304 4.105 -0.479
C 1.408 1.285 1.086
N 1.968 2.131 1.964
O 1.913 0.164 0.884
H -0.295 0.718 0.079
H -0.581 2.207 0.966
H -0.378 2.667 -1.460
H 1.192 1.953 -1.574
H 2.980 2.146 2.018
H 1.515 3.012 2.129
H -2.261 1.685 -1.140
H -2.790 0.393 -0.562
O -2.913 0.998 -1.332
H 0.208 -2.930 1.535
H -0.123 -4.061 0.570
O -0.507 -3.254 0.928
H -2.127 -0.356 -2.291
H -1.471 -1.015 -3.518
O -1.977 -1.222 -2.724
H 0.604 -2.211 -0.979
H 1.517 -1.008 -0.679
O 1.476 -1.839 -1.184
H -3.140 -1.417 0.481
H -1.693 -1.458 0.859
O -2.394 -0.827 0.648
H 1.961 -1.345 1.829
H 2.055 -2.365 0.762
O 1.866 -2.313 1.710
```

A cluster of 6 separate species, C3H18O6 in total, computed with ωB97M-V with the def2-TZVPD basis set.

Calculated values
multiplicity = 1
highest occupied orbital energy = -6.9 eV
orbital gap = 6.7 eV
F_max = 0.05702 Eh/bohr

```
27
C3H18O6 | the Open Molecules 2025 dataset | ωB97M-V with the def2-TZVPD basis set
O -11.751 9.626 -22.094
H -11.744 9.943 -23.036
H -12.561 9.108 -21.927
H -10.965 8.944 -21.984
C -10.729 5.623 -21.056
C -10.038 6.976 -20.985
C -8.763 6.924 -20.135
O -9.940 7.752 -22.120
H -10.805 5.156 -20.070
H -10.124 4.980 -21.714
H -11.747 5.583 -21.450
H -10.787 7.494 -20.325
H -8.300 7.907 -20.108
H -8.051 6.171 -20.488
H -9.012 6.618 -19.113
O -11.866 12.614 -21.409
H -12.516 12.324 -22.058
H -12.264 13.386 -20.995
O -14.475 10.357 -21.496
H -14.269 10.530 -20.569
H -14.925 9.509 -21.488
O -13.632 7.312 -21.954
H -14.567 7.524 -21.879
H -13.617 6.403 -22.274
O -11.726 10.508 -24.578
H -10.988 11.069 -24.841
H -12.070 10.141 -25.398
```

A structure of composition C3H18O7, computed with ωB97M-V with the def2-TZVPD basis set.

Calculated values
multiplicity = 1
highest occupied orbital energy = -10.1 eV
orbital gap = 10.4 eV
F_max = 0.06715 Eh/bohr

```
28
C3H18O7 | the Open Molecules 2025 dataset | ωB97M-V with the def2-TZVPD basis set
C 1.878 0.780 -0.913
O 1.556 1.853 -0.032
C 1.403 -0.581 -0.388
C 0.573 -1.402 -1.393
O -0.693 -1.847 -0.858
H 1.447 0.975 -1.902
H 2.954 0.800 -1.003
H 0.713 1.680 0.428
H 2.218 -1.192 -0.021
H 0.758 -0.420 0.473
H 0.316 -0.812 -2.269
H 1.122 -2.270 -1.760
H -0.557 -2.193 0.058
H -1.331 2.162 1.739
H -1.455 1.036 0.682
O -0.875 1.399 1.382
H -0.118 -1.880 1.935
H 0.213 -3.355 1.553
O -0.256 -2.568 1.247
H -3.135 0.153 -0.759
H -1.669 -0.490 -0.785
O -2.175 0.362 -0.674
H -0.020 2.654 -1.503
H -1.265 1.737 -1.736
O -0.699 2.433 -2.159
H -0.244 0.181 2.487
H 1.134 -0.181 3.072
O 0.215 -0.498 3.023
```

A cluster of 6 separate species, C3H19NO5S2 in total, computed with ωB97M-V with the def2-TZVPD basis set.

Calculated values
SMILES = CSSCCN.O.O.O.O.O
multiplicity = 1
highest occupied orbital energy = -9.0 eV
orbital gap = 9.0 eV
F_max = 0.04627 Eh/bohr

```
30
C3H19NO5S2 | the Open Molecules 2025 dataset | ωB97M-V with the def2-TZVPD basis set
C 3.081 1.486 -0.860
S 1.502 0.811 -0.280
S 0.041 1.405 -1.497
C -0.234 0.158 -2.866
C -0.913 -1.138 -2.372
N 0.083 -2.047 -1.828
H 3.221 1.585 -1.932
H 3.230 2.416 -0.267
H 3.840 0.797 -0.372
H 0.734 -0.012 -3.306
H -0.938 0.648 -3.553
H -1.247 -1.519 -3.346
H -1.865 -1.040 -1.793
H 0.154 -1.751 -0.860
H -0.299 -2.983 -1.753
O 1.578 -2.412 1.431
H 2.046 -1.961 0.713
H 2.174 -2.400 2.195
O -0.969 -1.394 1.608
H -1.364 -1.762 2.405
H -0.008 -1.590 1.599
O -0.107 1.116 2.884
H 0.587 1.649 2.496
H -0.344 0.284 2.451
O -3.203 0.043 1.304
H -3.183 0.249 0.366
H -2.270 -0.119 1.534
O -1.532 3.425 1.808
H -1.331 2.506 2.061
H -2.462 3.551 2.030
```

A structure of composition C3H2, computed with ωB97M-V with the def2-TZVPD basis set.

Calculated values
multiplicity = 1
highest occupied orbital energy = -10.2 eV
orbital gap = 8.4 eV
F_max = 0.09416 Eh/bohr

```
5
C3H2 | the Open Molecules 2025 dataset | ωB97M-V with the def2-TZVPD basis set
C -0.839 0.090 0.105
C -2.076 -0.132 -0.051
C 0.474 0.056 -0.023
H 1.363 -1.060 -0.048
H 1.078 1.046 0.018
```